1.
C2H2S3 in the gas phase in a non-equilibrium geometry. Source: the Open Molecules 2025 dataset; level of theory: ωB97M-V with the def2-TZVPD basis set.

```
7
Properties=species:S:1:pos:R:3:forces:R:3:nbo_charge:R:1
C -0.118 -0.295 0.386 1.473 -3.089 0.644 -0.488
C -0.656 0.782 -0.280 -2.261 0.996 0.481 -0.293
S 1.128 -1.442 0.371 -1.176 2.255 -0.106 0.591
S -2.236 1.310 -0.052 1.874 -0.565 -0.255 0.050
S 2.692 -0.808 -0.470 0.820 -0.038 -0.576 -0.279
H -0.789 -0.775 1.001 -1.873 -0.951 1.553 0.215
H -0.020 1.227 -0.956 1.144 1.391 -1.740 0.204
```
Positions in Å, forces in eV/Å.

Output
* energy: -1271.88362 Ha
* highest occupied orbital energy: -8.787 eV
* 2S+1: 1
* relative energy (zero: lowest compared OMol25 entry of this formula, charge and spin): 133.8 kJ/mol
* gap between HOMO and LUMO: 6.04 eV
* net charge: 0

***

2.
A molecular structure, C32H60Br12O14S7 in a non-equilibrium geometry. Source: the Open Molecules 2025 dataset; level of theory: ωB97M-V with the def2-TZVPD basis set.

```
125
Properties=species:S:1:pos:R:3:forces:R:3:mulliken_charge:R:1
C 16.346 -35.101 34.287 -1.078 -0.323 1.847 -0.513
Br 17.308 -34.863 36.051 -0.294 0.278 -1.552 -0.055
Br 14.698 -34.027 34.318 0.903 0.107 -0.077 0.071
Br 15.748 -36.955 34.344 0.388 0.179 -0.609 -0.003
H 16.899 -34.824 33.389 0.192 -0.256 0.476 0.471
C 6.250 -38.565 36.144 -0.201 0.658 0.530 0.084
Br 5.884 -37.268 37.689 0.641 -0.949 -1.287 -0.018
Br 5.707 -37.765 34.463 -0.141 -0.172 0.400 -0.022
Br 5.420 -40.224 36.620 -0.069 0.080 -0.336 -0.010
H 7.303 -38.783 35.969 -0.098 0.440 0.793 -0.100
C 7.285 -34.210 31.718 -0.795 0.512 0.392 0.672
Br 7.761 -35.926 30.839 -0.346 1.389 0.475 -0.063
Br 5.352 -34.220 32.417 1.752 -0.203 -0.852 -0.091
Br 7.663 -32.520 30.747 -0.375 -1.325 0.184 -0.045
H 7.906 -34.069 32.602 -0.281 -0.483 -0.047 -0.520
C 11.908 -31.734 32.806 -0.222 1.767 0.075 -0.290
Br 10.588 -31.376 34.180 0.165 -0.729 0.249 0.016
Br 13.553 -30.770 33.323 -0.457 -0.727 -0.306 -0.057
Br 11.159 -30.846 31.241 0.462 -0.518 -0.228 -0.038
H 12.060 -32.797 32.621 0.093 0.297 0.153 0.287
C 12.616 -33.164 37.891 -0.899 0.470 -0.619 -0.488
C 12.970 -33.909 39.165 -0.657 -0.866 -0.425 -0.079
C 12.335 -33.240 40.374 0.397 0.919 -0.018 -0.521
S 10.968 -32.083 39.765 1.982 -1.811 0.181 1.060
O 11.436 -30.694 39.889 -1.133 -1.726 -0.479 -0.709
O 9.725 -32.584 40.346 0.315 0.984 -0.393 -0.545
C 11.116 -32.785 38.025 0.374 1.157 0.459 -0.418
H 12.779 -33.796 37.017 -0.184 -0.217 0.006 0.040
H 13.217 -32.282 37.672 -0.016 0.220 0.441 0.388
H 14.035 -34.126 39.242 0.008 0.379 0.253 0.565
H 12.502 -34.888 39.062 0.006 -0.250 -0.104 -0.296
H 13.129 -32.662 40.848 -0.496 0.369 0.352 0.496
H 11.913 -33.961 41.073 -0.098 0.335 0.084 0.158
H 10.744 -32.013 37.350 0.334 0.024 -0.128 0.421
H 10.430 -33.629 37.951 0.088 -0.160 0.330 0.138
C 8.886 -36.752 40.120 -2.481 0.086 1.201 -0.070
C 7.897 -35.944 41.064 0.991 -0.078 0.423 -0.383
C 8.438 -35.975 42.533 0.635 0.716 -0.014 -0.864
S 10.238 -36.377 42.472 0.779 1.463 -0.919 1.101
O 10.448 -37.715 42.979 -0.089 0.275 -0.086 -0.668
O 11.165 -35.291 42.909 -2.068 -1.891 -0.596 -0.696
C 10.237 -36.393 40.643 1.271 -0.267 -0.397 1.287
H 8.658 -36.560 39.071 0.564 0.478 0.069 -0.439
H 8.533 -37.777 40.227 0.793 -0.432 0.251 0.421
H 6.869 -36.306 41.054 0.102 -0.058 -0.202 0.513
H 7.918 -34.891 40.782 -0.158 -0.005 -0.210 -0.127
H 7.964 -36.644 43.251 0.046 -0.125 -0.282 0.402
H 8.433 -34.958 42.926 -0.165 -0.072 0.212 0.435
H 11.062 -37.040 40.343 -0.091 -0.243 0.065 0.154
H 10.523 -35.408 40.274 -0.171 0.240 0.360 -1.165
C 11.141 -37.210 33.394 0.814 -0.655 0.987 -0.428
C 11.465 -35.761 33.828 -0.832 0.718 0.930 0.294
C 10.596 -35.401 35.034 -0.049 -1.765 0.792 0.203
S 10.748 -36.931 36.129 0.074 0.707 -1.444 1.090
O 9.578 -37.084 36.978 0.306 -0.199 -0.403 -0.233
O 12.062 -36.949 36.773 -0.726 0.222 -0.433 -0.767
C 10.770 -38.105 34.663 -0.058 1.827 -0.018 -0.325
H 12.051 -37.639 32.976 0.042 -0.006 -0.045 0.181
H 10.448 -37.223 32.552 -0.489 -0.118 0.499 0.404
H 10.977 -35.060 33.151 1.136 0.065 -0.915 0.408
H 12.514 -35.583 34.065 -0.115 -0.062 -0.558 -0.675
H 9.608 -35.295 34.587 -0.434 -0.376 0.933 -0.047
H 10.773 -34.527 35.661 0.428 0.000 -0.274 -0.237
H 9.744 -38.472 34.680 0.234 -0.371 -0.252 0.355
H 11.532 -38.850 34.892 -0.438 0.024 -0.027 -0.227
C 6.667 -33.713 37.906 -1.313 -1.411 -0.601 -0.052
C 6.918 -32.265 38.245 -0.083 0.187 1.001 -0.650
C 7.594 -31.599 37.072 -0.270 0.411 -1.286 -0.620
S 7.059 -32.689 35.582 0.613 -1.138 -0.048 0.752
O 8.175 -33.574 35.113 -1.483 2.017 0.479 -0.082
O 6.235 -31.935 34.651 1.154 -0.069 0.392 -0.707
C 5.999 -33.825 36.501 0.798 1.297 0.575 -0.551
H 5.998 -34.142 38.653 0.092 -0.184 0.045 0.525
H 7.572 -34.318 37.873 0.218 0.152 0.207 -0.148
H 7.408 -32.247 39.218 1.007 0.149 -0.355 0.256
H 6.023 -31.718 38.545 -0.553 -0.203 -0.697 0.399
H 8.662 -31.389 37.138 0.115 -0.846 -0.138 0.051
H 7.189 -30.620 36.816 -0.360 -0.112 0.012 0.503
H 6.072 -34.747 35.925 -0.002 -0.116 0.452 0.083
H 4.987 -33.421 36.500 0.027 -0.031 -0.052 0.364
C 12.302 -41.892 28.407 -0.986 0.220 0.427 -0.532
C 13.773 -41.738 28.133 1.363 0.755 -0.652 -0.625
C 14.392 -40.748 29.116 -1.460 0.382 0.723 -0.287
S 13.076 -39.423 29.226 -0.042 -1.198 -2.260 0.847
O 13.245 -38.537 28.090 0.139 -0.091 0.711 -0.663
O 12.935 -38.937 30.561 0.051 0.447 0.780 -0.410
C 11.644 -40.532 28.810 1.248 -0.656 0.778 -0.606
H 12.227 -42.626 29.209 -0.422 0.094 0.144 0.180
H 11.741 -42.272 27.553 0.289 -0.229 -0.007 0.338
H 13.930 -41.333 27.133 0.086 -0.199 -0.159 0.305
H 14.321 -42.673 28.242 -0.184 -0.120 -0.313 0.378
H 15.375 -40.330 28.902 -0.302 0.110 -0.302 0.490
H 14.420 -41.200 30.107 0.027 0.079 0.196 -0.121
H 11.002 -40.134 28.025 0.364 0.317 0.157 0.432
H 11.109 -40.633 29.754 -0.185 0.087 -0.173 0.287
C 13.077 -41.056 33.248 1.366 -1.186 0.203 0.152
C 12.885 -42.529 32.823 0.990 -1.439 1.467 -0.889
C 14.316 -43.261 33.016 -1.717 0.472 0.054 -0.823
S 15.006 -42.597 34.590 1.886 -0.047 -1.141 1.140
O 16.462 -42.381 34.354 -2.656 -0.182 0.532 -0.700
O 14.599 -43.368 35.752 -0.047 0.435 -0.767 -0.615
C 14.101 -41.033 34.525 -1.114 0.566 -1.131 0.356
H 12.138 -40.528 33.407 0.194 -0.066 0.292 0.280
H 13.525 -40.691 32.324 0.384 0.984 0.522 -0.203
H 12.407 -42.712 31.861 0.629 0.507 -0.490 0.310
H 12.187 -43.090 33.445 0.074 0.191 0.641 0.425
H 15.042 -43.072 32.225 -0.020 0.300 0.140 0.336
H 14.172 -44.339 33.092 0.141 0.055 0.231 0.499
H 14.846 -40.239 34.487 0.052 -0.095 -0.405 0.306
H 13.576 -40.869 35.466 -0.258 -0.413 -0.089 -0.617
C 12.548 -39.526 39.982 0.152 -0.839 -2.217 -0.705
C 12.977 -41.005 39.847 -0.323 -0.602 1.221 -1.046
C 12.804 -41.511 38.401 -0.824 1.325 0.568 -0.612
S 11.141 -40.891 37.898 3.450 3.036 -0.049 0.888
O 10.113 -41.796 38.279 -0.865 -0.526 -0.098 -0.664
O 11.303 -40.344 36.523 -0.904 -1.154 1.646 -0.398
C 11.267 -39.403 39.076 0.697 -0.116 0.241 0.356
H 13.263 -38.922 39.422 0.442 -0.049 0.050 0.321
H 12.566 -39.054 40.964 -0.680 -0.651 0.202 0.403
H 12.341 -41.567 40.531 -0.012 -0.303 0.025 0.347
H 14.002 -41.153 40.186 0.048 -0.052 -0.117 0.481
H 12.825 -42.579 38.186 0.403 0.165 0.188 0.583
H 13.520 -40.879 37.875 -0.052 -0.553 -0.802 0.180
H 10.337 -39.287 39.632 -0.008 0.118 -0.368 0.377
H 11.620 -38.576 38.460 -1.489 0.071 -0.448 -0.486
```
Positions in Å, forces in eV/Å.

Output
* energy: -35983.88525 Ha
* highest occupied orbital energy: -10.184 eV
* 2S+1: 1
* relative energy (zero: lowest compared OMol25 entry of this formula, charge and spin): 118.7 kJ/mol
* gap between HOMO and LUMO: 9.50 eV
* net charge: 0

***

3.
A molecular structure, C51H61ClIN2P2S5Y. Source: the Open Molecules 2025 dataset; level of theory: ωB97M-V with the def2-TZVPD basis set.

```
124
Properties=species:S:1:pos:R:3:forces:R:3:mulliken_charge:R:1
Y 0.412 0.026 -0.937 -0.324 0.090 -0.382 0.322
I 0.765 -1.554 1.695 -0.122 -0.016 0.060 0.006
C 0.632 -3.435 0.780 0.015 0.013 -0.013 0.918
C 0.555 -4.524 1.595 0.007 -0.004 -0.003 -0.546
C 0.437 -5.804 1.016 -0.007 0.004 -0.007 -0.889
C 0.390 -5.925 -0.340 0.008 -0.006 0.005 -1.021
C 0.468 -4.788 -1.183 -0.004 -0.005 -0.018 1.298
C 0.407 -4.945 -2.589 -0.006 0.008 0.017 -1.018
C 0.481 -3.854 -3.400 -0.019 0.015 -0.003 -1.442
C 0.614 -2.568 -2.832 0.110 -0.010 0.075 -0.403
C 0.679 -2.313 -1.473 0.084 -0.064 0.069 0.767
C 0.604 -3.480 -0.636 -0.020 0.008 -0.006 -0.216
H 0.586 -4.420 2.671 0.000 -0.003 0.001 0.430
H 0.379 -6.675 1.655 0.000 0.000 -0.001 0.426
H 0.293 -6.900 -0.800 0.002 -0.001 0.002 0.441
H 0.307 -5.942 -3.000 0.001 0.000 0.001 0.424
H 0.442 -3.968 -4.477 -0.006 -0.001 0.000 0.474
H 0.651 -1.751 -3.543 0.001 0.000 -0.007 0.285
C 4.176 -0.391 -0.248 0.005 -0.005 0.008 -1.174
C 3.508 0.755 0.433 0.007 -0.004 -0.034 0.127
N 2.245 1.087 0.283 0.045 -0.033 0.016 1.830
C 1.899 2.155 1.090 0.073 -0.013 0.033 -1.479
C 2.919 2.641 1.840 0.007 0.014 -0.019 -0.351
S 4.338 1.749 1.540 -0.004 -0.010 0.016 -0.270
C 0.495 2.547 1.184 0.025 0.038 -0.003 -0.660
C 0.016 3.656 1.798 0.010 -0.016 0.019 -0.198
S -1.684 3.560 1.925 -0.021 -0.005 0.029 -0.225
C -1.673 2.053 1.120 0.004 -0.036 -0.031 0.959
N -0.478 1.657 0.745 0.083 0.040 0.104 1.080
C -2.922 1.278 0.953 -0.028 0.017 -0.025 0.368
H 3.444 -1.159 -0.506 -0.006 0.002 0.002 0.045
H 4.924 -0.840 0.404 0.004 0.004 -0.005 0.519
H 4.675 -0.066 -1.162 -0.001 -0.003 0.000 0.269
H 2.891 3.431 2.572 0.002 0.007 -0.005 0.569
H 0.576 4.485 2.198 0.000 -0.001 -0.003 0.558
H -3.328 1.069 1.945 0.009 -0.003 -0.009 -0.617
H -2.702 0.329 0.471 -0.008 -0.040 -0.023 -0.956
H -3.659 1.835 0.374 -0.007 -0.005 -0.011 0.425
C -2.386 2.175 5.789 0.003 0.000 -0.012 -0.982
C -0.945 2.144 5.271 -0.023 0.000 -0.018 -0.718
S -0.460 0.728 4.255 0.026 -0.015 0.009 0.212
C -0.925 -0.664 5.327 -0.009 0.000 0.011 -1.070
C -1.664 -1.816 4.629 0.012 -0.019 -0.009 -0.866
S -2.853 -1.423 3.330 -0.018 0.023 -0.001 0.349
C -4.355 -0.998 4.243 0.009 -0.002 -0.010 -1.143
C -4.267 0.129 5.265 -0.010 -0.003 0.002 -0.645
S -3.697 1.731 4.612 0.013 0.021 0.026 -0.050
H -2.593 3.188 6.138 -0.003 0.003 -0.009 0.494
H -2.503 1.536 6.662 0.002 0.000 0.005 0.487
H -0.267 2.248 6.120 0.000 -0.011 0.006 0.561
H -0.765 2.998 4.617 0.004 -0.005 0.023 0.125
H -1.534 -0.256 6.129 0.002 0.007 -0.008 0.351
H -0.026 -1.068 5.793 0.001 0.004 0.011 0.587
H -2.155 -2.432 5.385 0.006 -0.004 0.003 0.561
H -0.941 -2.465 4.133 -0.014 0.009 0.011 0.121
H -4.736 -1.890 4.744 0.000 -0.002 0.002 0.607
H -5.076 -0.746 3.462 0.000 -0.001 0.002 0.364
H -3.612 -0.154 6.087 -0.006 -0.001 -0.001 0.231
H -5.260 0.275 5.692 0.003 0.006 0.000 0.527
Cl 2.424 -0.020 -3.069 0.106 0.082 -0.032 -0.204
C 2.487 1.331 -4.207 -0.005 0.024 0.007 0.514
C 3.252 1.127 -5.342 -0.002 -0.008 -0.009 -0.516
C 3.385 2.170 -6.243 0.002 0.005 0.001 -0.787
C 2.779 3.394 -5.989 -0.008 -0.005 -0.003 -0.899
C 2.024 3.568 -4.843 0.021 -0.005 0.006 -0.963
C 1.837 2.523 -3.934 -0.003 0.008 0.007 0.172
P 0.941 2.768 -2.366 0.004 -0.031 -0.007 3.479
C -0.545 3.737 -2.764 0.003 -0.021 -0.013 0.834
C -1.285 4.214 -1.679 0.000 -0.020 0.005 -0.390
C -2.458 4.924 -1.877 -0.006 0.002 -0.002 -0.961
C -2.925 5.141 -3.166 -0.003 -0.003 0.008 -1.037
C -2.217 4.639 -4.248 -0.007 -0.006 -0.003 -0.852
C -1.033 3.941 -4.052 -0.008 0.016 0.006 -1.214
C 2.115 3.936 -1.572 -0.013 0.003 0.026 0.743
C 3.452 3.535 -1.517 -0.010 -0.001 -0.005 -0.906
C 4.410 4.347 -0.934 0.001 -0.009 -0.012 -0.701
C 4.044 5.569 -0.385 -0.003 -0.004 0.006 -0.736
C 2.721 5.978 -0.442 0.011 0.001 0.002 -0.653
C 1.759 5.169 -1.037 -0.018 -0.010 -0.012 -0.552
H 3.739 0.176 -5.511 0.001 0.002 -0.002 0.548
H 3.978 2.030 -7.137 0.001 0.000 0.001 0.435
H 2.906 4.216 -6.680 0.000 0.001 0.000 0.471
H 1.580 4.534 -4.635 0.014 0.000 -0.001 0.616
H -0.936 4.034 -0.670 0.031 0.025 0.008 0.034
H -3.009 5.303 -1.026 0.000 -0.001 -0.001 0.470
H -3.841 5.694 -3.327 0.000 -0.001 0.000 0.446
H -2.583 4.796 -5.254 0.001 0.000 0.000 0.470
H -0.500 3.557 -4.911 -0.024 -0.006 0.004 0.384
H 3.757 2.591 -1.956 0.002 -0.010 -0.005 0.436
H 5.445 4.032 -0.918 0.003 -0.001 0.001 0.511
H 4.792 6.210 0.064 0.000 0.000 0.000 0.437
H 2.433 6.942 -0.045 0.000 -0.001 -0.001 0.507
H 0.742 5.528 -1.101 -0.035 -0.007 0.002 0.472
C -1.027 0.332 -4.683 -0.028 -0.011 -0.031 -0.516
C -1.953 -0.826 -4.283 0.022 0.005 0.032 0.815
C -3.147 -0.910 -5.237 0.011 0.018 0.020 -2.087
P -2.314 -0.733 -2.462 0.022 -0.035 0.070 0.923
C -3.890 0.222 -2.235 0.027 0.002 -0.002 1.519
C -5.214 -0.375 -2.718 -0.002 0.003 -0.010 -1.814
C -3.714 1.654 -2.739 -0.006 0.000 0.013 -1.764
C -2.661 -2.470 -1.913 -0.017 -0.005 0.022 3.021
C -3.477 -3.369 -2.842 0.001 0.006 0.000 -1.881
C -3.197 -2.462 -0.480 0.005 -0.004 -0.010 -1.518
H 0.013 0.127 -4.422 -0.004 0.017 0.052 -0.252
H -1.316 1.269 -4.204 -0.039 0.012 -0.020 -0.417
H -1.061 0.498 -5.762 0.037 -0.038 -0.015 0.663
H -1.397 -1.763 -4.368 0.000 -0.006 -0.043 0.419
H -3.690 0.034 -5.285 -0.004 0.006 0.003 0.371
H -3.848 -1.696 -4.971 0.001 -0.011 0.003 0.358
H -2.777 -1.120 -6.243 -0.002 0.002 -0.003 0.537
H -3.969 0.267 -1.149 0.007 0.011 0.065 -0.266
H -5.272 -0.465 -3.799 0.000 -0.005 0.005 0.292
H -6.022 0.290 -2.404 0.000 0.002 -0.003 0.471
H -5.413 -1.350 -2.279 0.000 0.002 0.007 0.358
H -3.661 1.693 -3.827 -0.003 0.007 -0.007 0.211
H -2.810 2.123 -2.343 0.012 0.003 -0.007 0.101
H -4.568 2.263 -2.436 0.003 0.002 0.005 0.673
H -1.663 -2.907 -1.869 -0.010 0.008 -0.016 -2.030
H -4.500 -3.029 -2.988 0.001 -0.001 -0.005 0.288
H -3.524 -4.368 -2.405 -0.001 0.000 0.000 0.487
H -3.005 -3.470 -3.819 0.000 0.002 -0.007 0.418
H -4.192 -2.019 -0.408 0.000 0.004 0.004 0.205
H -2.532 -1.922 0.204 -0.003 0.008 0.000 0.073
H -3.266 -3.484 -0.106 -0.004 -0.004 0.001 0.557
```
Positions in Å, forces in eV/Å.

Output
* energy: -5559.04598 Ha
* highest occupied orbital energy: -12.319 eV
* 2S+1: 1
* relative energy (zero: lowest compared OMol25 entry of this formula, charge and spin): 0.0 kJ/mol
* gap between HOMO and LUMO: 7.64 eV
* net charge: +2

***

Question: What is the formula in the third record?
Answer: C51H61ClIN2P2S5Y

***

Question: The highest net charge belongs to which entry?
Answer: C51H61ClIN2P2S5Y